1:
Density functional theory data (ωB97M-V/def2-TZVPD) for an isolated molecule of C5H10O.

Last columns: bonded neighbours and bond lengths (Å).
Positions of all 16 atoms, in Å:
1 C -0.139 -1.572 -1.771  C2 1.527, H7 1.099, H8 1.097, H9 1.093
2 C -0.216 -0.179 -1.151  C1 1.527, C5 1.518, H10 1.097, H11 1.093
3 C -0.160 1.647 1.006  C4 1.511, O6 1.318
4 C -0.603 1.305 2.410  C3 1.511, H12 1.091, H13 1.107, H14 1.100
5 C 1.062 0.095 -0.381  C2 1.518, O6 1.430, H15 1.092, H16 1.091
6 O 0.843 0.807 0.840  C3 1.318, C5 1.430
7 H -0.106 -2.330 -0.975  C1 1.099
8 H 0.773 -1.681 -2.372  C1 1.097
9 H -0.999 -1.785 -2.411  C1 1.093
10 H -1.058 -0.111 -0.451  C2 1.097
11 H -0.375 0.607 -1.895  C2 1.093
12 H -0.799 2.149 3.072  C4 1.091
13 H -1.566 0.805 2.187  C4 1.107
14 H 0.051 0.545 2.863  C4 1.100
15 H 1.847 0.542 -0.995  C5 1.092
16 H 1.444 -0.844 0.024  C5 1.091

For the molar mass, the calculation gives 86.134 g/mol. Its frontier orbital gap is 0.3403 Eh. The calculation puts the LUMO energy at 0.0381 hartree.

2:
Density functional theory data (ωB97M-V/def2-TZVPD) for a cluster of 2 separate species, C5H10O in total.

Last columns: bonded neighbours and bond lengths (Å).
Positions of all 16 atoms, in Å:
1 O -0.211 -0.550 1.719  C2 1.203
2 C -0.599 0.024 0.736  O1 1.203, C3 1.530, C5 1.517
3 C -0.257 -0.067 -0.752  C2 1.530, C4 1.552, H6 1.092, H7 1.097
4 C -1.784 0.112 -0.960  C3 1.552, C5 1.554, H8 1.094, H9 1.090
5 C -1.893 0.763 0.447  C2 1.517, C4 1.554, H10 1.091, H11 1.096
6 H 0.252 -0.965 -1.110  C3 1.092
7 H 0.289 0.820 -1.097  C3 1.097
8 H -2.293 -0.856 -0.973  C4 1.094
9 H -2.097 0.708 -1.816  C4 1.090
10 H -2.729 0.524 1.107  C5 1.091
11 H -1.741 1.846 0.400  C5 1.096
12 C 2.613 -0.475 0.455  H13 1.093, H14 1.091, H15 1.095, H16 1.089
13 H 2.898 -0.988 -0.467  C12 1.093
14 H 3.399 -0.583 1.203  C12 1.091
15 H 2.455 0.589 0.248  C12 1.095
16 H 1.696 -0.901 0.860  C12 1.089

For the molar mass, the calculation gives 86.134 g/mol. The SMILES is O=C1CCC1.C. Its frontier orbital gap is 0.3879 Eh. The calculation puts the LUMO energy at 0.0343 hartree.

Q: Which of them is the most stable? A: 2.

1:
Density functional theory data (ωB97M-V/def2-TZVPD) for an isolated molecule of C17H23N3O3.

Last columns: bonded neighbours and bond lengths (Å).
Positions of all 46 atoms, in Å:
1 C -1.755 -2.630 -1.982  C2 1.526, H24 1.081, H25 1.068, H26 1.095
2 C -1.288 -2.867 -0.549  C1 1.526, C3 1.593, H27 1.106, H28 1.084
3 C -2.242 -2.408 0.641  C2 1.593, C4 1.528, C5 1.534, H29 1.075
4 C -3.626 -1.993 0.147  C3 1.528, H30 1.123, H31 1.103, H32 1.081
5 C -1.634 -1.194 1.357  C3 1.534, N6 1.469, C7 1.594, H33 1.119
6 N -2.392 -0.782 2.546  C5 1.469, H34 1.013, H35 1.022
7 C -1.573 0.073 0.393  C5 1.594, O8 1.168, N9 1.395
8 O -2.057 0.155 -0.667  C7 1.168
9 N -0.927 1.124 1.044  C7 1.395, C10 1.466, H36 1.012
10 C -0.434 2.271 0.275  N9 1.466, C11 1.560, C21 1.528, H37 1.087
11 C 0.596 1.960 -0.854  C10 1.560, C12 1.466, H38 1.116, H39 1.156
12 C 1.812 1.372 -0.285  C11 1.466, C13 1.379, C20 1.452
13 C 2.840 2.014 0.373  C12 1.379, N14 1.372, H40 1.086
14 N 3.816 1.121 0.737  C13 1.372, C15 1.363, H41 1.019
15 C 3.455 -0.129 0.330  N14 1.363, C16 1.424, C20 1.413
16 C 4.171 -1.351 0.469  C15 1.424, C17 1.393, H42 1.084
17 C 3.569 -2.461 -0.120  C16 1.393, C18 1.389, H43 1.075
18 C 2.376 -2.365 -0.825  C17 1.389, C19 1.374, H44 1.121
19 C 1.674 -1.188 -0.923  C18 1.374, C20 1.411, H45 1.101
20 C 2.221 -0.021 -0.350  C12 1.452, C15 1.413, C19 1.411
21 C -1.443 3.202 -0.397  C10 1.528, O22 1.195, O23 1.360
22 O -1.240 4.375 -0.491  C21 1.195
23 O -2.567 2.691 -0.966  C21 1.360, H46 1.021
24 H -1.799 -1.599 -2.303  C1 1.081
25 H -2.693 -3.123 -2.117  C1 1.068
26 H -1.045 -3.108 -2.665  C1 1.095
27 H -0.277 -2.473 -0.332  C2 1.106
28 H -1.242 -3.950 -0.515  C2 1.084
29 H -2.233 -3.155 1.414  C3 1.075
30 H -4.171 -2.929 -0.151  C4 1.123
31 H -3.601 -1.352 -0.751  C4 1.103
32 H -4.165 -1.488 0.936  C4 1.081
33 H -0.567 -1.388 1.629  C5 1.119
34 H -1.758 -0.312 3.180  N6 1.013
35 H -2.707 -1.571 3.114  N6 1.022
36 H -0.386 0.850 1.853  N9 1.012
37 H -0.025 2.902 1.061  C10 1.087
38 H 0.808 2.888 -1.435  C11 1.116
39 H 0.015 1.239 -1.546  C11 1.156
40 H 3.010 3.056 0.627  C13 1.086
41 H 4.629 1.403 1.284  N14 1.019
42 H 5.096 -1.362 1.035  C16 1.084
43 H 4.031 -3.429 -0.052  C17 1.075
44 H 1.960 -3.304 -1.276  C18 1.121
45 H 0.730 -1.176 -1.490  C19 1.101
46 H -2.485 1.674 -0.988  O23 1.021

For the molar mass, the calculation gives 317.389 g/mol. The SMILES is CC[C@H](C)[C@H](N)C(=O)N[C@@H](Cc1c[nH]c2ccccc12)C(=O)O. Its frontier orbital gap is 0.3154 Eh. The calculation puts the LUMO energy at 0.0137 hartree.

2:
Density functional theory data (ωB97M-V/def2-TZVPD) for an isolated molecule of C17H23N3O3.

Last columns: bonded neighbours and bond lengths (Å).
Positions of all 46 atoms, in Å:
1 O -0.546 -0.753 -0.005  C2 1.222
2 C -0.676 0.460 0.081  O1 1.222, C3 1.565, N11 1.338
3 C 0.392 1.328 -0.663  C2 1.565, C4 1.538, H24 1.106, H25 1.098
4 C 1.564 1.716 0.255  C3 1.538, C5 1.518, H26 1.076, H27 1.109
5 C 2.705 2.295 -0.562  C4 1.518, C6 1.549, O10 1.458, H28 1.089
6 C 3.820 2.763 0.406  C5 1.549, N7 1.491, H29 1.089, H30 1.098
7 N 4.885 3.437 -0.391  C6 1.491, C8 1.491, H31 1.036
8 C 5.393 2.516 -1.449  N7 1.491, C9 1.554, H32 1.076, H33 1.113
9 C 4.255 1.912 -2.317  C8 1.554, O10 1.443, H34 1.071, H35 1.105
10 O 3.179 1.332 -1.549  C5 1.458, C9 1.443
11 N -1.730 1.024 0.680  C2 1.338, C12 1.391, H36 1.002
12 C -2.725 0.374 1.403  N11 1.391, O13 1.216, N14 1.353
13 O -3.500 1.170 1.898  C12 1.216
14 N -2.814 -0.971 1.511  C12 1.353, C15 1.456, H37 0.998
15 C -3.900 -1.651 2.203  N14 1.456, C16 1.531, C23 1.511, H38 1.105
16 C -3.535 -1.959 3.658  C15 1.531, C17 1.526, H39 1.102, H40 1.109
17 C -3.159 -3.431 3.795  C16 1.526, C18 1.489, H41 1.095, H42 1.106
18 C -3.682 -3.987 2.517  C17 1.489, C19 1.404, C23 1.388
19 C -3.782 -5.358 2.234  C18 1.404, C20 1.375, H43 1.070
20 C -4.246 -5.747 1.000  C19 1.375, C21 1.412, H44 1.058
21 C -4.673 -4.797 0.046  C20 1.412, C22 1.391, H45 1.086
22 C -4.571 -3.438 0.326  C21 1.391, C23 1.427, H46 1.100
23 C -4.110 -3.025 1.611  C15 1.511, C18 1.388, C22 1.427
24 H -0.131 2.215 -1.068  C3 1.106
25 H 0.749 0.795 -1.554  C3 1.098
26 H 1.976 0.838 0.721  C4 1.076
27 H 1.254 2.445 1.031  C4 1.109
28 H 2.338 3.193 -1.058  C5 1.089
29 H 4.249 1.887 0.891  C6 1.089
30 H 3.414 3.440 1.169  C6 1.098
31 H 5.648 3.732 0.244  N7 1.036
32 H 5.968 1.736 -0.978  C8 1.076
33 H 6.102 3.034 -2.133  C8 1.113
34 H 3.845 2.670 -2.952  C9 1.071
35 H 4.676 1.115 -2.955  C9 1.105
36 H -1.747 2.024 0.746  N11 1.002
37 H -2.199 -1.484 0.916  N14 0.998
38 H -4.843 -1.079 2.135  C15 1.105
39 H -2.705 -1.300 3.958  C16 1.102
40 H -4.360 -1.768 4.373  C16 1.109
41 H -2.078 -3.571 3.904  C17 1.095
42 H -3.660 -3.888 4.669  C17 1.106
43 H -3.451 -6.100 2.931  C19 1.070
44 H -4.314 -6.772 0.747  C20 1.058
45 H -5.060 -5.156 -0.903  C21 1.086
46 H -4.939 -2.701 -0.404  C22 1.100

For the molar mass, the calculation gives 317.389 g/mol. The SMILES is O=C(CC[C@H]1CNCCO1)NC(=O)N[C@@H]1CCc2ccccc21. Its frontier orbital gap is 0.3596 Eh. The calculation puts the LUMO energy at 0.0286 hartree.

3:
Density functional theory data (ωB97M-V/def2-TZVPD) for an isolated molecule of C17H23N3O3.

Last columns: bonded neighbours and bond lengths (Å).
Positions of all 46 atoms, in Å:
1 C 0.756 -4.521 3.429  C2 1.597, H24 1.080, H25 1.163, H26 1.197
2 C 0.757 -3.174 2.571  C1 1.597, C3 1.626, C4 1.492, H27 1.073
3 C 1.308 -3.735 1.148  C2 1.626, H28 1.048, H29 1.105, H30 1.053
4 C 1.588 -2.065 3.123  C2 1.492, C5 1.584, H31 1.115, H32 1.143
5 C 1.169 -0.565 2.832  C4 1.584, N6 1.585, C7 1.486, H33 1.106
6 N -0.101 -0.017 3.607  C5 1.585, H34 1.028, H35 1.076
7 C 1.160 -0.136 1.409  C5 1.486, O8 1.232, N9 1.358
8 O 2.150 -0.259 0.687  C7 1.232
9 N 0.082 0.577 0.992  C7 1.358, C10 1.451, H36 1.124
10 C -1.319 0.212 0.889  N9 1.451, C11 1.669, C21 1.571, H37 1.101
11 C -2.120 1.405 0.041  C10 1.669, C12 1.472, H38 1.068, H39 1.067
12 C -1.727 1.388 -1.378  C11 1.472, C13 1.401, C20 1.451
13 C -2.132 0.684 -2.519  C12 1.401, N14 1.469, H40 1.103
14 N -1.246 0.950 -3.660  C13 1.469, C15 1.387, H41 1.022
15 C -0.358 1.951 -3.295  N14 1.387, C16 1.461, C20 1.448
16 C 0.911 2.432 -3.838  C15 1.461, C17 1.343, H42 1.067
17 C 1.683 3.167 -3.020  C16 1.343, C18 1.364, H43 1.098
18 C 1.397 3.504 -1.730  C17 1.364, C19 1.359, H44 1.100
19 C 0.266 2.994 -1.176  C18 1.359, C20 1.398, H45 1.008
20 C -0.592 2.142 -1.878  C12 1.451, C15 1.448, C19 1.398
21 C -1.250 -0.947 -0.169  C10 1.571, O22 1.174, O23 1.310
22 O -0.304 -1.324 -0.752  C21 1.174
23 O -2.463 -1.373 -0.418  C21 1.310, H46 0.939
24 H 1.781 -4.812 3.610  C1 1.080
25 H 0.311 -4.349 4.490  C1 1.163
26 H 0.105 -5.447 3.041  C1 1.197
27 H -0.262 -2.837 2.544  C2 1.073
28 H 2.097 -4.425 1.125  C3 1.048
29 H 0.495 -4.105 0.498  C3 1.105
30 H 1.719 -2.877 0.696  C3 1.053
31 H 2.494 -2.016 2.475  C4 1.115
32 H 1.965 -2.170 4.197  C4 1.143
33 H 2.026 0.034 3.191  C5 1.106
34 H -0.373 -0.678 4.345  N6 1.028
35 H 0.000 0.922 4.124  N6 1.076
36 H 0.260 1.310 0.159  N9 1.124
37 H -1.896 0.004 1.804  C10 1.101
38 H -3.165 1.223 0.162  C11 1.068
39 H -1.897 2.403 0.345  C11 1.067
40 H -2.887 -0.107 -2.665  C13 1.103
41 H -1.169 0.538 -4.592  N14 1.022
42 H 1.150 2.463 -4.877  C16 1.067
43 H 2.516 3.803 -3.346  C17 1.098
44 H 1.956 4.255 -1.151  C18 1.100
45 H 0.016 3.405 -0.290  C19 1.008
46 H -2.431 -1.858 -1.222  O23 0.939

For the molar mass, the calculation gives 317.389 g/mol. The SMILES is CC(C)C[C@H](N)C(=O)N[C@@H](Cc1c[nH]c2ccccc12)C(=O)O. Its frontier orbital gap is 0.3265 Eh. The calculation puts the LUMO energy at 0.0251 hartree.

Q: Which of them is the most stable? A: 2.